(1)
# C73H192N8O27

A cluster of 19 separate species, C73H192N8O27 in total (the ωB97M-V functional and the def2-TZVPD basis, the Open Molecules 2025 dataset).

CARTESIAN COORDINATES (ANGSTROEM)
C: 7.831 5.242 -1.930
C: 6.643 4.239 -1.955
C: 6.811 3.138 -0.842
O: 5.348 4.755 -1.719
H: 7.646 6.094 -2.679
H: 8.723 4.773 -2.244
H: 7.865 5.596 -0.920
H: 6.706 3.804 -3.008
H: 7.796 2.772 -0.726
H: 6.129 2.305 -1.022
H: 6.621 3.505 0.213
H: 4.895 4.754 -2.543
C: 2.403 -6.166 1.858
C: 1.847 -5.227 0.724
C: 0.414 -4.915 0.920
O: 2.664 -4.098 0.670
H: 2.437 -5.546 2.744
H: 3.466 -6.373 1.567
H: 1.867 -7.072 1.953
H: 2.000 -5.681 -0.293
H: -0.041 -4.519 0.020
H: 0.399 -4.062 1.620
H: -0.163 -5.804 1.231
H: 3.379 -4.249 0.074
C: -2.491 5.645 5.101
C: -2.855 4.213 4.684
C: -1.572 3.601 4.106
O: -3.215 3.624 5.867
H: -3.250 6.145 5.631
H: -2.177 6.103 4.154
H: -1.568 5.492 5.678
H: -3.580 4.248 3.871
H: -1.768 2.746 3.463
H: -0.912 3.288 4.903
H: -0.989 4.288 3.448
H: -3.318 2.688 5.798
C: 5.035 5.047 -7.567
O: 4.162 4.545 -6.522
C: 4.843 3.638 -5.664
C: 3.938 3.147 -4.546
N: 3.541 4.334 -3.792
C: 2.430 4.016 -2.817
C: 1.940 5.213 -2.074
O: 1.587 6.264 -2.945
C: 1.777 7.565 -2.464
H: 5.912 5.630 -7.167
H: 4.497 5.725 -8.247
H: 5.338 4.217 -8.230
H: 5.816 4.171 -5.275
H: 5.162 2.671 -6.118
H: 4.424 2.451 -3.839
H: 3.055 2.649 -4.946
H: 3.263 5.048 -4.430
H: 2.813 3.247 -2.191
H: 1.594 3.604 -3.278
H: 2.601 5.598 -1.317
H: 1.051 4.866 -1.543
H: 1.092 7.817 -1.653
H: 1.624 8.245 -3.253
H: 2.786 7.695 -2.042
C: 2.804 -1.662 -2.165
O: 3.160 -2.422 -3.300
C: 2.643 -1.818 -4.542
C: 3.166 -2.737 -5.581
N: 4.582 -2.557 -5.747
C: 5.244 -3.433 -6.765
C: 6.599 -2.881 -7.177
O: 7.440 -2.795 -6.100
C: 8.754 -2.267 -6.370
H: 1.763 -1.635 -1.901
H: 3.046 -0.627 -2.451
H: 3.376 -2.013 -1.321
H: 2.937 -0.770 -4.782
H: 1.531 -1.844 -4.455
H: 2.756 -2.443 -6.554
H: 2.764 -3.767 -5.503
H: 5.055 -2.702 -4.839
H: 4.567 -3.460 -7.591
H: 5.403 -4.450 -6.325
H: 6.434 -1.856 -7.580
H: 7.046 -3.475 -7.952
H: 9.311 -2.095 -5.405
H: 8.609 -1.290 -6.820
H: 9.291 -2.941 -7.020
C: 2.538 -2.982 4.918
O: 3.618 -2.655 3.974
C: 4.851 -3.260 4.369
C: 5.878 -2.952 3.336
N: 5.546 -3.690 2.068
C: 6.569 -3.391 1.069
C: 6.503 -4.243 -0.145
O: 5.330 -3.937 -0.906
C: 5.263 -4.864 -1.960
H: 2.801 -2.852 5.985
H: 2.286 -4.038 4.646
H: 1.690 -2.275 4.713
H: 4.781 -4.410 4.492
H: 5.140 -2.870 5.366
H: 6.861 -3.274 3.654
H: 5.937 -1.896 3.129
H: 4.611 -3.426 1.768
H: 7.523 -3.505 1.558
H: 6.480 -2.366 0.629
H: 6.466 -5.341 0.070
H: 7.312 -4.000 -0.817
H: 5.305 -5.903 -1.645
H: 6.062 -4.634 -2.716
H: 4.307 -4.746 -2.480
C: -3.918 -2.564 8.795
O: -4.549 -1.467 8.088
C: -4.722 -0.322 8.870
C: -5.623 0.617 8.087
N: -4.981 1.060 6.767
C: -5.939 1.816 5.943
C: -5.640 1.705 4.458
O: -5.804 0.362 4.079
C: -5.204 0.233 2.788
H: -3.023 -2.231 9.264
H: -3.799 -3.286 7.970
H: -4.488 -2.931 9.679
H: -3.771 0.208 8.973
H: -5.161 -0.638 9.790
H: -5.938 1.497 8.670
H: -6.584 0.026 8.036
H: -4.902 0.139 6.319
H: -6.001 2.851 6.265
H: -6.896 1.445 6.018
H: -4.576 1.916 4.347
H: -6.166 2.492 3.904
H: -5.776 0.796 2.038
H: -5.172 -0.806 2.393
H: -4.166 0.626 2.776
C: -7.689 -3.806 -1.171
O: -6.431 -3.712 -0.540
C: -6.364 -3.408 0.852
C: -4.913 -3.469 1.305
N: -4.057 -2.485 0.642
C: -2.661 -2.889 0.982
C: -1.739 -2.149 -0.034
O: -1.737 -2.941 -1.240
C: -1.128 -2.338 -2.399
H: -8.312 -4.602 -0.703
H: -7.524 -4.164 -2.176
H: -8.279 -2.924 -1.132
H: -7.025 -4.149 1.396
H: -6.749 -2.399 1.072
H: -4.521 -4.452 1.173
H: -4.816 -3.397 2.382
H: -4.182 -2.773 -0.327
H: -2.509 -3.950 0.825
H: -2.535 -2.565 2.028
H: -0.718 -2.001 0.304
H: -2.092 -1.142 -0.131
H: -0.078 -2.597 -2.325
H: -1.269 -1.238 -2.439
H: -1.537 -2.717 -3.311
C: -1.100 2.011 -4.387
O: -1.980 3.065 -4.120
C: -1.278 4.191 -3.583
C: -2.115 5.448 -3.680
N: -3.431 5.551 -3.114
C: -4.537 4.782 -3.619
C: -5.777 5.396 -3.168
O: -5.911 5.268 -1.712
C: -7.117 5.715 -1.251
H: -1.621 1.126 -4.733
H: -0.417 1.789 -3.587
H: -0.409 2.226 -5.194
H: -0.325 4.347 -4.104
H: -1.058 4.013 -2.561
H: -2.174 5.677 -4.717
H: -1.511 6.258 -3.184
H: -3.497 5.394 -2.105
H: -4.369 3.682 -3.326
H: -4.726 4.750 -4.756
H: -6.591 4.814 -3.557
H: -5.791 6.417 -3.528
H: -7.909 4.933 -1.281
H: -7.458 6.671 -1.827
H: -7.030 6.032 -0.171
C: -7.131 -3.259 -6.373
O: -5.776 -3.003 -6.254
C: -4.949 -4.135 -5.941
C: -3.528 -3.602 -5.640
N: -3.453 -2.462 -4.683
C: -4.317 -2.687 -3.517
C: -4.576 -1.364 -2.780
O: -5.200 -0.450 -3.640
C: -4.648 0.786 -3.596
H: -7.421 -3.934 -5.563
H: -7.445 -3.660 -7.379
H: -7.613 -2.305 -6.228
H: -4.915 -4.830 -6.745
H: -5.418 -4.574 -5.030
H: -3.049 -3.376 -6.570
H: -2.990 -4.429 -5.087
H: -3.853 -1.688 -5.171
H: -3.846 -3.355 -2.783
H: -5.315 -3.167 -3.717
H: -3.576 -0.990 -2.538
H: -5.141 -1.477 -1.801
H: -5.200 1.479 -4.232
H: -3.647 0.750 -4.028
H: -4.617 1.239 -2.584
C: -1.096 -0.657 4.544
O: -2.162 -1.541 4.327
C: -2.986 -1.578 5.482
C: -4.054 -2.716 5.242
N: -3.379 -4.004 5.135
C: -4.289 -5.091 5.311
C: -3.616 -6.406 5.052
O: -4.565 -7.454 5.034
C: -3.897 -8.667 5.007
H: -1.424 0.377 4.597
H: -0.498 -0.763 3.642
H: -0.661 -0.721 5.542
H: -3.387 -0.601 5.704
H: -2.406 -1.953 6.383
H: -4.516 -2.338 4.337
H: -4.923 -2.737 5.962
H: -2.758 -3.982 4.357
H: -5.157 -5.082 4.713
H: -4.781 -5.048 6.364
H: -2.952 -6.614 5.953
H: -2.996 -6.260 4.221
H: -3.811 -9.079 3.989
H: -4.428 -9.442 5.586
H: -2.867 -8.614 5.458
C: -0.554 -6.004 -3.623
C: 0.571 -5.200 -4.175
O: 1.267 -4.466 -3.116
H: -0.239 -6.646 -2.789
H: -0.920 -6.703 -4.396
H: -1.405 -5.392 -3.328
H: 0.271 -4.435 -4.902
H: 1.323 -5.828 -4.740
H: 2.130 -4.138 -3.390
C: -3.211 3.133 -0.205
C: -4.551 3.636 0.335
O: -4.577 5.004 0.589
H: -3.321 2.087 -0.440
H: -2.479 3.268 0.593
H: -2.909 3.542 -1.153
H: -4.780 3.162 1.290
H: -5.388 3.356 -0.404
H: -4.868 5.310 -0.248
C: 3.065 1.282 5.571
C: 1.537 1.075 5.731
O: 0.786 1.609 4.645
H: 3.545 0.736 6.405
H: 3.261 2.325 5.619
H: 3.341 0.886 4.646
H: 1.168 1.531 6.694
H: 1.298 0.045 5.888
H: 1.192 2.445 4.349
C: 6.927 -0.137 -3.168
C: 6.687 -1.547 -2.703
O: 7.623 -2.535 -3.104
H: 7.945 0.167 -3.066
H: 6.180 0.534 -2.771
H: 6.800 -0.051 -4.263
H: 5.640 -1.735 -3.028
H: 6.647 -1.499 -1.595
H: 7.649 -2.517 -4.054
C: 2.751 4.314 1.744
C: 3.200 4.137 3.195
O: 2.150 3.927 4.069
H: 3.572 4.402 1.035
H: 2.117 5.244 1.602
H: 2.075 3.467 1.398
H: 3.942 4.941 3.462
H: 3.741 3.191 3.247
H: 1.499 4.631 4.047
C: 1.095 9.121 3.252
C: 1.504 7.783 2.738
O: 1.018 6.782 3.677
H: 1.453 9.287 4.272
H: -0.058 9.096 3.315
H: 1.450 9.950 2.648
H: 2.603 7.765 2.682
H: 1.079 7.467 1.758
H: 1.013 7.145 4.563
C: -0.570 1.294 0.998
C: -0.083 1.521 -0.384
O: -0.733 0.618 -1.290
H: -0.238 2.068 1.597
H: -0.213 0.370 1.403
H: -1.642 1.347 1.037
H: 1.008 1.454 -0.421
H: -0.289 2.558 -0.718
H: -0.328 -0.217 -1.060
C: 3.783 -0.496 1.189
C: 2.296 -0.610 1.530
O: 1.626 -1.211 0.442
H: 3.900 0.240 0.431
H: 4.279 -1.367 0.763
H: 4.393 -0.222 2.036
H: 1.871 0.364 1.644
H: 2.083 -1.166 2.441
H: 1.824 -2.164 0.491

Forces on atoms 1 to 2 (eV/Å):
-2.7 1.2 -1.0
0.9 -1.4 0.0

As for the largest force on an atom: 3.81 eV Å⁻¹. The value obtained for the gap between HOMO and LUMO is 8.89 eV. As for the molar mass: 1614.368 u. Its lowest unoccupied orbital energy is 0.53 eV. The multiplicity is 1.

=====

(2)
# C73H56OP4RbS3

A structure of composition C73H56OP4RbS3 (the ωB97M-V functional and the def2-TZVPD basis, the Open Molecules 2025 dataset).

CARTESIAN COORDINATES (ANGSTROEM)
Rb: -0.014 -0.775 -0.088
S: -1.004 2.358 1.448
P: -1.096 0.921 2.901
C: -1.030 -0.627 2.350
P: -0.830 -2.089 3.092
S: -0.049 -3.560 1.905
C: 0.186 -2.083 4.636
C: 1.497 -2.551 4.630
C: 2.309 -2.408 5.744
C: 1.822 -1.793 6.890
C: 0.513 -1.331 6.913
C: -0.294 -1.479 5.795
C: -2.431 -2.745 3.736
C: -3.607 -2.318 3.128
C: -4.839 -2.785 3.557
C: -4.916 -3.684 4.612
C: -3.750 -4.115 5.231
C: -2.519 -3.648 4.790
C: 0.229 1.474 4.065
C: 0.099 2.627 4.836
C: 1.142 3.078 5.630
C: 2.346 2.385 5.655
C: 2.495 1.253 4.870
C: 1.447 0.807 4.077
C: -2.650 1.199 3.876
C: -3.836 1.251 3.141
C: -5.069 1.284 3.763
C: -5.154 1.255 5.151
C: -3.988 1.199 5.898
C: -2.749 1.175 5.263
H: 1.866 -3.032 3.729
H: 3.329 -2.773 5.715
H: 2.459 -1.671 7.757
H: 0.123 -0.847 7.800
H: -1.314 -1.110 5.822
H: -3.535 -1.584 2.332
H: -5.743 -2.431 3.076
H: -5.880 -4.041 4.955
H: -3.797 -4.814 6.056
H: -1.614 -4.001 5.270
H: -0.822 3.196 4.796
H: 1.016 3.975 6.224
H: 3.160 2.728 6.282
H: 3.425 0.699 4.887
H: 1.560 -0.080 3.463
H: -3.774 1.257 2.056
H: -5.969 1.319 3.158
H: -6.118 1.267 5.644
H: -4.035 1.170 6.980
H: -1.854 1.116 5.870
O: 0.247 -0.098 -2.757
S: 1.054 1.113 -2.379
C: 2.462 1.098 -3.514
C: 2.232 1.486 -4.812
C: 3.270 1.670 -5.754
C: 4.552 1.503 -5.325
C: 5.870 1.697 -6.038
C: 6.953 1.330 -4.987
C: 6.176 0.894 -3.765
C: 6.579 0.407 -2.563
C: 5.584 -0.028 -1.648
C: 4.236 0.084 -1.879
P: 3.001 -0.791 -0.842
C: 2.778 -2.288 -1.892
C: 3.838 -2.871 -2.587
C: 3.642 -3.990 -3.380
C: 2.373 -4.546 -3.489
C: 1.311 -3.979 -2.806
C: 1.511 -2.856 -2.016
C: 3.929 -1.397 0.599
C: 4.296 -0.455 1.564
C: 4.908 -0.857 2.738
C: 5.120 -2.208 2.984
C: 4.726 -3.150 2.048
C: 4.140 -2.747 0.855
C: 3.789 0.746 -3.081
C: 4.791 1.045 -4.014
C: 0.187 2.571 -2.971
C: 0.965 3.700 -3.015
C: 0.539 4.903 -3.611
C: -0.688 4.906 -4.204
C: -1.395 5.980 -4.997
C: -2.776 5.368 -5.352
C: -2.758 3.991 -4.733
C: -3.705 3.019 -4.684
C: -3.440 1.880 -3.886
C: -2.262 1.648 -3.217
P: -2.288 0.382 -1.861
C: -2.437 -1.230 -2.699
C: -2.340 -1.441 -4.068
C: -2.335 -2.730 -4.582
C: -2.427 -3.825 -3.734
C: -2.517 -3.628 -2.362
C: -2.515 -2.339 -1.850
C: -3.981 0.670 -1.214
C: -5.045 -0.216 -1.340
C: -6.268 0.057 -0.735
C: -6.437 1.220 -0.003
C: -5.376 2.108 0.134
C: -4.156 1.832 -0.458
C: -1.183 2.591 -3.402
C: -1.517 3.772 -4.092
H: 1.218 1.711 -5.114
H: 3.029 1.983 -6.761
H: 5.977 2.726 -6.386
H: 5.931 1.058 -6.920
H: 7.593 2.185 -4.760
H: 7.605 0.532 -5.344
H: 7.624 0.279 -2.312
H: 5.910 -0.528 -0.743
H: 4.831 -2.444 -2.512
H: 4.477 -4.427 -3.912
H: 2.215 -5.419 -4.110
H: 0.316 -4.396 -2.886
H: 0.658 -2.433 -1.507
H: 4.081 0.597 1.407
H: 5.192 -0.117 3.474
H: 5.572 -2.524 3.916
H: 4.856 -4.205 2.248
H: 3.816 -3.492 0.141
H: 1.978 3.649 -2.632
H: 1.199 5.761 -3.627
H: -0.823 6.239 -5.891
H: -1.498 6.895 -4.412
H: -2.934 5.318 -6.431
H: -3.592 5.966 -4.941
H: -4.671 3.125 -5.162
H: -4.254 1.180 -3.735
H: -2.248 -0.593 -4.736
H: -2.251 -2.877 -5.652
H: -2.419 -4.828 -4.140
H: -2.574 -4.469 -1.683
H: -2.580 -2.207 -0.772
H: -4.929 -1.131 -1.906
H: -7.082 -0.650 -0.833
H: -7.385 1.427 0.478
H: -5.485 2.999 0.738
H: -3.313 2.491 -0.277

Forces on atoms 1 to 2 (eV/Å):
-0.2 0.1 0.8
-0.1 -0.3 0.2

As for the largest force on an atom: 1.08 eV Å⁻¹. The value obtained for the gap between HOMO and LUMO is 5.02 eV. Its total charge is -1. As for the molar mass: 1254.815 u. Its lowest unoccupied orbital energy is 1.59 eV. The multiplicity is 1.